DFT (wB97M-V/def2-TZVPD) results for a structure of composition C20H46N6O8Tl in a non-equilibrium geometry.

Last column: Löwdin charge in e.
Cartesian coordinates (Å):
Tl1 8.17229 -16.18937 16.18680  1.259
O1 5.29543 -15.74646 16.05249  -0.139
C1 4.83646 -14.48042 15.79135  -0.239
C2 6.01502 -13.48499 15.28078  -0.257
O2 7.18048 -13.36379 16.00896  -0.157
H1 4.37824 -14.03558 16.67705  0.105
H2 4.08517 -14.37525 15.00583  0.125
H3 5.51549 -12.52286 15.13992  0.141
H4 6.23931 -13.84878 14.27350  0.104
C3 7.03244 -14.76229 21.13300  0.002
C4 6.95597 -14.60894 19.65368  -0.527
O3 7.73462 -15.27438 18.98712  -0.033
N1 6.21380 -13.63657 19.06961  0.045
C5 4.95138 -13.14314 19.56681  -0.088
H5 6.50710 -15.64298 21.50371  0.094
H6 6.63370 -13.87958 21.63883  0.078
H7 8.02643 -14.84149 21.57109  0.083
H8 6.41916 -13.43772 18.09941  0.103
H9 4.17297 -13.29649 18.81307  0.064
H10 4.89849 -12.05504 19.66556  0.082
H11 4.45156 -13.47886 20.47405  0.092
C6 12.89664 -17.20694 17.16346  0.034
C7 12.11429 -17.32931 15.83756  -0.529
O4 10.95803 -16.95624 15.62920  -0.049
N2 12.82168 -17.68633 14.77887  0.007
C8 12.19942 -17.73574 13.45386  -0.044
H12 13.90349 -17.61747 17.12145  0.078
H13 12.37187 -17.72628 17.96548  0.090
H14 12.86273 -16.15244 17.43250  0.062
H15 13.82412 -17.77844 14.79857  0.136
H16 11.92803 -16.71193 13.19909  0.076
H17 11.38338 -18.45353 13.48910  0.094
H18 12.98700 -18.07868 12.78350  0.087
C9 8.93358 -16.42204 10.96752  0.023
C10 7.90314 -16.49889 12.06927  -0.531
O5 8.18640 -16.41559 13.25667  -0.034
N3 6.63831 -16.61907 11.63433  0.013
C11 5.51293 -16.79905 12.55029  -0.043
H19 9.84708 -16.98173 11.15436  0.088
H20 9.24397 -15.37971 10.86700  0.062
H21 8.53285 -16.59389 9.96841  0.081
H22 6.44256 -16.28687 10.70389  0.137
H23 5.29988 -15.81837 12.97750  0.077
H24 5.75277 -17.43064 13.40564  0.067
H25 4.74885 -17.35399 12.00973  0.092
C12 6.04152 -20.82719 16.59509  0.012
C13 5.99506 -19.33168 16.37256  -0.534
O6 6.72992 -18.58009 16.98064  -0.045
N4 5.00073 -18.79154 15.62822  0.017
C14 4.01735 -19.55915 14.89421  -0.081
H26 6.98809 -20.95430 17.12069  0.086
H27 6.16459 -21.39594 15.67248  0.084
H28 5.25830 -21.26833 17.20862  0.093
H29 4.85808 -17.79133 15.64254  0.093
H30 4.38795 -20.30160 14.18900  0.088
H31 3.38706 -18.85455 14.35187  0.083
H32 3.35996 -20.02078 15.63444  0.088
C15 10.72346 -13.43251 12.41312  0.022
C16 9.76248 -13.57599 13.63703  -0.499
O7 9.89450 -14.44966 14.48427  -0.035
N5 8.71964 -12.70695 13.64424  0.014
C17 8.60552 -11.52308 12.84202  -0.073
H33 11.16935 -12.46153 12.21815  0.083
H34 10.04287 -13.66355 11.59014  0.056
H35 11.35878 -14.31521 12.44565  0.075
H36 8.17175 -12.70818 14.49858  0.085
H37 9.03290 -10.66954 13.37304  0.093
H38 7.52793 -11.37186 12.76416  0.086
H39 9.06580 -11.62606 11.86302  0.080
C18 11.92436 -13.71056 16.51122  0.010
C19 11.10651 -14.10977 17.75974  -0.521
O8 10.17503 -14.90620 17.66652  -0.046
N6 11.51785 -13.47786 18.86828  0.029
C20 10.89618 -13.69004 20.18985  -0.042
H40 12.20401 -14.64535 16.03186  0.061
H41 12.86194 -13.18640 16.70887  0.077
H42 11.33854 -13.01427 15.91656  0.077
H43 12.30764 -12.85648 18.88112  0.132
H44 9.80636 -13.66964 20.18296  0.066
H45 11.23796 -12.98674 20.94519  0.085
H46 11.11880 -14.71693 20.48453  0.089

Forces on the atoms, in the same order (eV/Å):
Tl -0.093 1.056 0.123
O -0.675 3.184 -1.155
C -0.815 -4.216 2.006
C 4.999 1.640 -0.073
O -3.454 -0.801 -1.236
H 0.668 0.355 0.453
H 0.388 -0.304 -0.700
H -0.637 0.025 0.822
H -0.036 -0.647 -0.063
C -1.034 0.730 1.564
C 1.680 -0.277 -0.514
O -0.049 -0.389 -0.630
N -0.694 -0.082 1.173
C -1.525 1.471 -0.796
H -0.205 0.023 -0.215
H -0.385 -0.121 0.017
H 0.338 -0.170 -0.873
H 0.111 -0.293 -0.056
H 0.022 -0.369 -0.148
H 0.644 0.136 0.099
H 1.040 -0.823 0.206
C -1.142 -0.279 -0.303
C -0.178 1.246 0.512
O -0.302 -0.638 1.109
N 1.160 -0.843 -1.267
C 1.002 0.142 0.680
H 0.032 0.244 -0.189
H -0.149 -0.053 -0.120
H 0.352 -0.031 0.032
H -0.127 -0.142 0.389
H -0.584 -0.238 -0.277
H -0.226 0.345 -0.294
H -0.224 -0.064 -0.187
C 0.138 1.052 -0.513
C 0.501 0.230 0.109
O 0.009 -0.460 -0.030
N -0.555 -0.493 0.124
C 0.795 0.113 -0.026
H -0.262 -0.236 0.127
H 0.126 0.074 0.396
H -0.057 -0.664 0.139
H -0.073 -0.392 -0.048
H -0.931 -0.121 -0.097
H 0.581 -0.012 -0.173
H -0.459 0.704 0.036
C 1.358 -0.093 -0.303
C -1.812 0.391 0.319
O 1.492 0.528 0.457
N 0.117 -0.730 -0.972
C -0.887 0.264 0.644
H -0.120 -0.178 0.167
H -0.377 0.061 -0.109
H -0.277 0.374 -0.167
H 0.530 0.068 0.220
H 0.307 0.074 0.152
H 0.090 -0.054 -0.139
H -0.137 -0.436 -0.322
C -1.617 -1.331 0.559
C 0.596 0.314 -0.276
O -0.027 0.316 -0.498
N 0.437 -0.565 0.321
C -0.487 0.298 0.404
H 0.251 -0.160 0.342
H 0.128 0.345 -0.337
H 0.593 0.507 0.149
H 0.200 -0.305 0.041
H 0.068 0.175 -0.257
H 0.102 0.439 -0.501
H -0.176 -0.015 0.036
C 0.248 -0.109 0.798
C 0.536 0.417 -1.774
O 0.502 0.560 0.785
N -0.917 0.204 1.912
C -0.198 -1.004 -0.363
H -0.478 0.267 -0.634
H -0.032 -0.005 0.505
H -0.166 -0.518 -0.308
H -0.028 -0.138 -0.558
H 0.006 0.319 -0.511
H 0.295 0.032 -0.276
H 0.168 0.076 0.363

## Properties
orbital gap: 0.17989 hartree
total charge: +1
E_HOMO: -0.4121 hartree
LUMO: -0.2322 hartree
strongest force on any atom: 5.26 eV/A
energy relative to the best compared isomer or geometry (same formula, charge and spin): 0.0 kJ/mol